No. 1
{"formula": "C41H57Cl2N2O4Sr", "method": "ωB97M-V/def2-TZVPD", "e_tot_ha": -2958.34945, "max_force_ev_per_a": 0.7, "charge": -1, "e_homo_ev": -4.66, "de_lowest_ev": 0.000, "orbital_gap_ev": 7.0, "symbols": ["Sr", "C", "N", "C", "C", "C", "N", "C", "C", "C", "C", "C", "C", "C", "O", "C", "C", "C", "C", "C", "C", "C", "C", "C", "C", "C", "C", "C", "C", "C", "O", "C", "C", "C", "C", "C", "C", "C", "C", "H", "H", "H", "H", "H", "H", "H", "H", "H", "H", "H", "H", "H", "H", "H", "H", "H", "H", "H", "H", "H", "H", "H", "H", "H", "H", "H", "H", "H", "H", "H", "H", "H", "H", "H", "H", "H", "H", "H", "H", "H", "H", "H", "H", "H", "H", "H", "H", "H", "H", "H", "H", "H", "H", "Cl", "C", "C", "C", "Cl", "C", "O", "C", "C", "O", "C", "H", "H", "H"], "xyz": [[-1.4786, -0.8259, 0.0005], [-1.0201, 2.4552, -1.2509], [-0.9598, 1.7928, 0.0461], [-1.9132, 2.3818, 0.9788], [0.3898, 1.8337, 0.6119], [1.3963, 0.9131, -0.0630], [1.0679, -0.5041, 0.0018], [1.5695, -1.2773, -1.1501], [1.3224, -0.7077, -2.5168], [2.4212, -0.3327, -3.2829], [2.2900, 0.1371, -4.5813], [0.9920, 0.1892, -5.0919], [-0.1367, -0.1732, -4.3784], [0.0026, -0.6115, -3.0192], [-1.0139, -0.9022, -2.2649], [-1.5188, -0.1402, -5.0339], [-2.4432, 0.8495, -4.3071], [-2.1408, -1.5474, -5.0097], [-1.4397, 0.3013, -6.4974], [3.4737, 0.5616, -5.4446], [3.5470, -0.3251, -6.6970], [3.3073, 2.0261, -5.8747], [4.8075, 0.4397, -4.7027], [1.5444, -1.1770, 1.2216], [1.2821, -0.5031, 2.5379], [2.3637, -0.0148, 3.2535], [2.2102, 0.5888, 4.4967], [0.9125, 0.6416, 4.9921], [-0.2082, 0.1569, 4.3286], [-0.0502, -0.4080, 3.0270], [-1.0370, -0.7800, 2.2729], [-1.5592, 0.3060, 5.0466], [-1.8620, 1.7980, 5.2576], [-2.7596, -0.3125, 4.3200], [-1.4762, -0.3798, 6.4230], [3.3716, 1.1607, 5.3041], [4.7105, 1.0151, 4.5765], [3.4809, 0.4274, 6.6494], [3.1370, 2.6556, 5.5648], [-0.7141, 3.5113, -1.1784], [-2.0386, 2.4138, -1.6362], [-0.3765, 1.9484, -1.9697], [-1.6997, 3.4449, 1.1717], [-1.8724, 1.8361, 1.9231], [-2.9229, 2.3029, 0.5714], [0.3172, 1.5905, 1.6694], [0.7987, 2.8586, 0.5414], [2.3792, 1.1208, 0.3926], [1.4789, 1.1815, -1.1166], [1.1156, -2.2728, -1.0683], [2.6600, -1.4086, -1.0425], [3.3997, -0.4227, -2.8255], [0.8681, 0.5273, -6.1155], [-2.5701, 0.5500, -3.2707], [-3.4244, 0.8719, -4.7905], [-2.0224, 1.8583, -4.3406], [-2.2352, -1.9014, -3.9862], [-1.5137, -2.2451, -5.5703], [-3.1324, -1.5281, -5.4718], [-1.0415, 1.3146, -6.5937], [-2.4437, 0.2933, -6.9271], [-0.8159, -0.3764, -7.0856], [2.6336, -0.2508, -7.2884], [3.6774, -1.3705, -6.4113], [4.3885, -0.0290, -7.3305], [2.3843, 2.1724, -6.4383], [4.1445, 2.3382, -6.5063], [3.2727, 2.6774, -4.9992], [5.0041, -0.5930, -4.4081], [4.8202, 1.0635, -3.8069], [5.6234, 0.7652, -5.3519], [2.6379, -1.3041, 1.1402], [1.0983, -2.1794, 1.2171], [3.3462, -0.1117, 2.8065], [0.7638, 1.1028, 5.9643], [-1.9491, 2.3070, 4.2952], [-1.0746, 2.2932, 5.8303], [-2.8063, 1.9205, 5.7958], [-2.9589, 0.1790, 3.3715], [-3.6446, -0.2123, 4.9569], [-2.5964, -1.3684, 4.1107], [-0.7031, 0.0570, 7.0563], [-1.2523, -1.4409, 6.2981], [-2.4322, -0.2879, 6.9459], [4.9525, -0.0343, 4.3976], [5.5107, 1.4459, 5.1826], [4.6977, 1.5352, 3.6166], [3.6594, -0.6370, 6.4862], [2.5623, 0.5280, 7.2292], [4.3052, 0.8319, 7.2443], [3.0707, 3.1999, 4.6207], [3.9582, 3.0777, 6.1518], [2.2082, 2.8214, 6.1133], [-7.4538, -5.8705, 0.1312], [-6.3418, -4.5303, 0.0867], [-6.8473, -3.2226, 0.0667], [-5.9788, -2.1697, 0.0315], [-6.6006, -0.5549, 0.0069], [-4.5414, -2.3104, 0.0134], [-3.7947, -1.2997, -0.0197], [-4.0827, -3.6757, 0.0377], [-2.6880, -4.0360, 0.0309], [-1.6975, -3.3178, 0.0128], [-4.9950, -4.7473, 0.0724], [-7.9135, -3.0452, 0.0789], [-2.5324, -5.1338, 0.0466], [-4.6110, -5.7604, 0.0887]], "forces_ev_per_angstrom": [[-0.6, -0.2, 0.0], [0.0, -0.1, 0.0], [0.1, 0.1, 0.0], [0.0, 0.0, 0.0], [0.1, 0.2, 0.1], [0.3, 0.1, -0.1], [0.1, 0.2, 0.0], [0.1, 0.0, 0.0], [0.0, 0.0, 0.0], [-0.1, 0.0, -0.1], [0.1, -0.1, 0.2], [0.0, 0.0, -0.1], [-0.1, 0.0, 0.1], [0.0, 0.1, -0.2], [0.3, 0.0, -0.7], [0.0, 0.0, -0.1], [0.0, -0.1, 0.0], [0.0, 0.1, 0.0], [0.0, 0.0, 0.0], [0.1, 0.0, -0.1], [0.0, 0.0, 0.0], [0.0, 0.0, 0.0], [-0.1, 0.0, 0.0], [0.1, 0.0, 0.1], [0.0, -0.1, 0.0], [0.0, 0.1, 0.1], [0.1, -0.1, -0.2], [0.0, 0.0, 0.0], [-0.1, 0.0, -0.1], [0.1, 0.1, 0.2], [0.4, 0.0, 0.5], [-0.1, 0.0, 0.1], [0.0, 0.0, 0.0], [0.0, 0.0, 0.0], [0.0, 0.0, -0.1], [0.1, 0.0, 0.1], [-0.1, 0.0, 0.0], [0.0, 0.0, 0.0], [0.0, 0.0, 0.0], [0.0, 0.0, 0.0], [0.0, 0.0, 0.0], [0.0, 0.0, 0.0], [0.0, 0.0, 0.0], [0.0, 0.0, 0.0], [0.0, 0.0, 0.0], [0.0, 0.0, 0.0], [-0.1, 0.0, 0.0], [0.0, 0.0, 0.0], [0.0, 0.0, 0.0], [0.0, 0.0, 0.0], [0.0, -0.1, 0.0], [0.0, 0.0, 0.0], [0.0, 0.0, 0.1], [0.0, 0.0, 0.1], [0.0, 0.0, 0.0], [0.0, 0.0, 0.0], [0.0, 0.0, 0.0], [0.0, 0.0, 0.0], [0.0, 0.0, 0.0], [0.0, 0.0, 0.0], [0.0, 0.0, 0.0], [0.0, 0.0, 0.0], [0.0, 0.0, 0.0], [0.0, 0.0, 0.0], [0.0, 0.0, 0.0], [0.0, 0.0, 0.0], [0.0, 0.0, 0.0], [0.0, 0.0, 0.0], [0.0, 0.0, 0.0], [0.0, 0.0, 0.0], [0.0, 0.0, 0.0], [0.0, -0.1, 0.0], [0.0, 0.0, 0.0], [0.0, 0.0, 0.0], [0.0, 0.0, 0.0], [0.0, 0.0, 0.0], [0.0, 0.0, 0.0], [0.0, 0.0, 0.0], [0.0, 0.0, 0.0], [0.0, 0.0, 0.0], [0.0, 0.0, 0.0], [0.0, 0.0, 0.0], [0.0, 0.0, 0.0], [0.0, 0.0, 0.0], [0.0, 0.0, 0.0], [0.0, 0.0, 0.0], [0.0, 0.0, 0.0], [0.0, 0.0, 0.0], [0.0, 0.0, 0.0], [0.0, 0.0, 0.0], [0.0, 0.0, 0.0], [0.0, 0.0, 0.0], [0.0, 0.0, 0.0], [-0.1, -0.1, 0.0], [0.1, 0.0, 0.0], [0.2, 0.0, 0.0], [0.0, 0.0, 0.0], [-0.1, 0.1, 0.0], [-0.2, -0.1, 0.0], [-0.4, -0.2, 0.0], [-0.2, 0.3, 0.0], [0.2, -0.3, 0.0], [-0.2, -0.2, 0.0], [0.0, 0.0, 0.0], [0.0, 0.0, 0.0], [0.0, 0.0, 0.0], [0.0, 0.0, 0.0]]}

No. 2
{"formula": "C6H13NO2", "method": "ωB97M-V/def2-TZVPD", "e_tot_ha": -441.52203, "max_force_ev_per_a": 4.4, "smiles": "CCC(C)=O.CCN=O", "e_homo_ev": -8.99, "de_lowest_ev": 4.299, "orbital_gap_ev": 8.9, "symbols": ["C", "C", "N", "O", "H", "H", "H", "H", "H", "C", "C", "C", "C", "O", "H", "H", "H", "H", "H", "H", "H", "H"], "xyz": [[-1.1498, -1.3717, 0.2006], [-2.6243, -1.3728, 0.5736], [1.5816, -0.6779, 0.6299], [2.0514, -1.7675, 0.7509], [-0.8989, -2.1818, -0.4844], [-0.5680, -1.4845, 1.1177], [-2.8945, -2.3577, 0.9560], [-3.2513, -1.1385, -0.2846], [-2.8334, -0.6556, 1.3652], [2.1028, 0.1731, -0.6446], [-1.2572, 1.2822, 0.0574], [2.6294, 1.4750, -0.0645], [-0.7785, 0.0310, -0.6284], [-0.6000, -0.0644, -1.8161], [1.4789, 0.3904, -1.5154], [2.8810, -0.4461, -1.1025], [-0.8945, 2.1527, -0.4865], [-2.3451, 1.3080, 0.0539], [-0.9043, 1.3033, 1.0855], [3.4101, 1.2897, 0.6710], [1.8226, 2.0180, 0.4245], [3.0422, 2.0953, -0.8593]], "forces_ev_per_angstrom": [[0.9, 1.7, -0.7], [0.0, 0.0, -0.1], [0.2, 0.7, -1.2], [0.0, 0.9, -0.6], [0.0, 0.1, 0.0], [0.0, 0.1, -0.2], [-0.1, 0.0, -0.1], [-0.1, -0.1, 0.0], [0.0, 0.1, 0.0], [1.4, -1.0, 0.3], [1.1, 0.4, -0.1], [0.0, -0.3, 0.1], [-3.3, -2.8, 0.8], [0.5, 0.4, 0.2], [-0.7, -0.4, 0.9], [0.3, 0.0, 0.4], [0.0, 0.1, 0.0], [0.0, -0.2, 0.0], [-0.1, 0.1, 0.1], [0.1, 0.1, 0.1], [0.0, 0.1, 0.0], [0.0, 0.0, 0.0]]}

No. 3
{"formula": "C5H13NO", "method": "ωB97M-V/def2-TZVPD", "e_tot_ha": -328.25079, "max_force_ev_per_a": 2.0, "smiles": "C=NCCCC.O", "e_homo_ev": -9.44, "de_lowest_ev": 1.852, "orbital_gap_ev": 10.3, "symbols": ["C", "C", "C", "C", "C", "N", "H", "H", "H", "H", "H", "H", "H", "H", "H", "H", "H", "H", "H", "O"], "xyz": [[0.6945, 1.9753, 1.4299], [0.9183, 0.5943, 0.8448], [-0.3393, -0.2742, 1.0548], [-1.4607, -0.0053, 0.0315], [-1.3454, -1.6111, -1.6687], [-1.0705, -0.4493, -1.2799], [1.3932, 2.7069, 1.0199], [-0.3033, 2.3593, 1.2281], [0.7983, 1.9303, 2.5123], [1.3266, 0.4554, -0.1641], [1.7411, 0.0735, 1.3575], [-0.0887, -1.3362, 0.9985], [-0.7742, -0.1325, 2.0457], [-1.9232, 0.9675, 0.0043], [-2.3491, -0.5184, 0.4533], [-0.9830, -1.8972, -2.6559], [-1.9274, -2.3406, -1.0935], [1.9501, -0.2672, -2.5675], [1.6807, -1.5518, -1.8491], [2.0620, -0.6785, -1.7017]], "forces_ev_per_angstrom": [[0.4, 0.2, -0.4], [0.2, -1.4, 0.5], [0.1, 0.6, -0.7], [-1.1, -1.3, 1.1], [0.0, 0.1, -0.1], [0.1, 0.3, -0.3], [0.1, 0.0, 0.2], [-0.2, -0.1, -0.2], [0.1, 0.1, 0.1], [-0.9, 0.9, 0.0], [-0.1, 0.3, 0.5], [0.0, 0.0, -0.2], [0.2, 0.2, 0.1], [0.9, 1.0, -0.2], [0.2, -0.8, -0.4], [-0.1, -0.2, 0.0], [0.0, 0.0, 0.1], [0.0, 0.2, 0.2], [0.0, 0.0, 0.2], [0.2, -0.4, -0.7]]}